(1)
# CH5NO2

2 unconnected molecules or ions with the total composition CH5NO2 in a non-equilibrium geometry (ωB97M-V with the def2-TZVPD basis set, the OMol25 dataset).

Last column: natural (NBO) charge in e.
CARTESIAN COORDINATES (ANGSTROEM)
N1 -0.5859 0.8393 -0.9900  -0.813
C1 0.2561 0.0183 -1.6349  0.520
O1 0.2818 -0.1682 -2.8568  -0.602
H1 -1.0476 1.4905 -1.6297  0.404
H2 -0.3800 1.1251 -0.0296  0.392
H3 0.8901 -0.5799 -0.9365  0.098
O2 -0.0826 -0.9183 2.9817  -0.932
H4 0.0760 -0.2038 2.3241  0.460
H5 0.5922 -1.6030 2.7717  0.473

## Properties
* gap between HOMO and LUMO: 10.53 eV
* highest occupied orbital energy: -10.250 eV
* energy relative to the best compared isomer or geometry (same formula, charge and spin): 55.1 kJ/mol



(2)
# C5H4S

A single C5H4S molecule in a non-equilibrium geometry (ωB97M-V with the def2-TZVPD basis set, the OMol25 dataset).

Last column: natural (NBO) charge in e.
CARTESIAN COORDINATES (ANGSTROEM)
C1 2.2924 -0.4388 -0.2264  -0.441
C2 3.4533 0.0431 -0.0560  0.136
C3 -0.3648 -0.2939 0.2899  -0.566
C4 -1.5657 0.6229 0.2476  -0.269
C5 0.9696 -0.1426 -0.5087  0.078
S1 -2.9878 -0.0930 -0.0126  0.094
H1 -0.1909 -0.4520 1.4542  0.258
H2 -0.8055 -1.2193 0.0027  0.271
H3 -1.5245 1.7267 0.3841  0.223
H4 0.7240 0.2470 -1.5747  0.215

## Properties
* gap between HOMO and LUMO: 7.80 eV
* highest occupied orbital energy: -9.476 eV
* energy relative to the best compared isomer or geometry (same formula, charge and spin): 470.5 kJ/mol



(3)
# C43H42HfN13O2PS2

A molecular structure, C43H42HfN13O2PS2 in a non-equilibrium geometry (ωB97M-V with the def2-TZVPD basis set, the OMol25 dataset).

Last column: Löwdin charge in e.
CARTESIAN COORDINATES (ANGSTROEM)
Hf1 1.0899 -0.8187 -0.7830  1.285
N1 1.9304 -4.9202 1.1863  0.103
C1 1.8926 -3.6554 0.7279  -0.838
S1 0.5937 -3.3181 -0.4329  0.596
N2 2.7311 -2.8035 1.2277  0.013
N3 2.6339 -1.5273 0.6515  -0.147
C2 3.5364 -0.7243 1.1129  -0.058
C3 3.8342 0.6290 0.6820  -0.160
C4 4.7580 1.3422 1.4571  -0.012
C5 5.1616 2.6140 1.1003  -0.054
C6 4.6639 3.1790 -0.0685  -0.035
C7 3.7638 2.4877 -0.8673  -0.004
C8 3.3388 1.2261 -0.4885  -0.351
O1 2.4543 0.5566 -1.2583  -0.312
H1 1.3215 -5.6301 0.8213  0.095
H2 2.6477 -5.1714 1.8468  0.116
H3 4.1716 -1.1366 1.8954  0.141
H4 5.1599 0.8790 2.3485  0.123
H5 5.8686 3.1535 1.7114  0.116
H6 4.9891 4.1645 -0.3678  0.119
H7 3.3953 2.9155 -1.7886  0.122
C9 -0.8784 2.4011 3.7078  -0.044
N4 -0.1586 1.9666 2.5127  -0.083
C10 0.2912 0.7569 2.2179  -0.101
N5 0.6953 0.7276 0.9501  -0.045
C11 0.4722 2.0037 0.5277  -0.194
N6 -0.0309 2.7849 1.4416  0.161
C12 -2.3754 2.4008 3.4980  -0.199
C13 -3.1945 2.2203 4.6061  -0.027
C14 -4.5776 2.2371 4.4690  -0.040
C15 -5.1535 2.4252 3.2251  0.000
C16 -4.3336 2.5992 2.1127  -0.147
C17 -2.9514 2.5940 2.2485  -0.002
C18 -4.9500 2.8126 0.7973  -0.302
N7 -6.1860 3.0108 0.5351  0.147
N8 -6.2616 3.1748 -0.8560  0.146
C19 -5.0633 3.0532 -1.2910  -0.285
O2 -4.1508 2.8157 -0.3063  0.122
C20 -4.6124 3.1333 -2.6844  -0.126
C21 -5.5232 3.5833 -3.6375  0.003
C22 -5.1462 3.6544 -4.9655  -0.033
C23 -3.8720 3.2578 -5.3473  -0.017
C24 -2.9648 2.8040 -4.3986  -0.198
C25 -1.6002 2.3660 -4.8676  -0.051
N9 -1.1077 1.2317 -4.0825  -0.100
C26 -0.1985 1.1999 -3.1280  -0.123
N10 -0.1972 -0.0014 -2.5463  -0.124
C27 -1.1547 -0.6819 -3.2517  -0.244
N11 -1.7175 0.0288 -4.1860  0.175
C28 -3.3337 2.7515 -3.0617  0.028
H8 -0.4886 3.3847 3.9765  0.148
H9 -0.6104 1.6993 4.4991  0.137
H10 0.2971 -0.0616 2.9175  0.139
H11 0.6833 2.3423 -0.4710  0.111
H12 -2.7580 2.0675 5.5837  0.121
H13 -5.2045 2.1036 5.3381  0.117
H14 -6.2275 2.4468 3.1078  0.126
H15 -2.3414 2.7584 1.3739  0.106
H16 -6.5176 3.8683 -3.3285  0.124
H17 -5.8486 4.0032 -5.7073  0.119
H18 -3.5912 3.2910 -6.3912  0.122
H19 -0.8440 3.1511 -4.7862  0.141
H20 -1.6388 2.0347 -5.9042  0.138
H21 0.4306 2.0350 -2.8730  0.144
H22 -1.4283 -1.7032 -3.0483  0.115
H23 -2.6475 2.3881 -2.3051  0.114
N12 -2.9818 -0.4910 2.0723  0.172
C29 -2.0597 -1.1719 1.4057  -0.779
S2 -1.7407 -0.7420 -0.2422  0.656
N13 -1.3860 -2.1578 2.0034  0.064
C30 -1.3857 -2.5149 3.3853  -0.240
C31 -2.5635 -2.7221 4.0879  -0.032
C32 -2.4990 -3.0535 5.4353  -0.050
C33 -1.2729 -3.2011 6.0655  -0.059
C34 -0.0995 -3.0362 5.3421  -0.056
C35 -0.1504 -2.6894 4.0010  -0.032
H24 -3.4508 0.2764 1.6176  0.083
H25 -3.2616 -0.7350 3.0103  0.105
H26 -0.7079 -2.6207 1.3978  0.025
H27 -3.5228 -2.7138 3.5855  0.124
H28 -3.4157 -3.2216 5.9816  0.118
H29 -1.2304 -3.4678 7.1106  0.116
H30 0.8574 -3.1803 5.8220  0.115
H31 0.7617 -2.5701 3.4262  0.101
C36 1.7634 -3.3439 -3.9198  -0.248
P1 2.4136 -1.9353 -2.9855  0.819
C37 3.0245 -0.7706 -4.2319  -0.232
C38 3.9134 -2.5743 -2.1893  -0.387
C39 4.9356 -1.6811 -1.8593  -0.106
C40 6.0617 -2.1232 -1.1849  -0.061
C41 6.1783 -3.4618 -0.8337  -0.057
C42 5.1726 -4.3559 -1.1668  -0.062
C43 4.0420 -3.9153 -1.8393  -0.103
H32 1.2490 -4.0404 -3.2609  0.019
H33 2.5785 -3.8553 -4.4336  0.068
H34 1.0528 -2.9872 -4.6668  0.051
H35 3.8774 -1.2118 -4.7517  0.069
H36 3.3271 0.1645 -3.7671  0.034
H37 2.2377 -0.5574 -4.9564  0.050
H38 4.8612 -0.6366 -2.1308  0.099
H39 6.8539 -1.4268 -0.9466  0.114
H40 7.0620 -3.8090 -0.3180  0.113
H41 5.2714 -5.4008 -0.9097  0.113
H42 3.2675 -4.6277 -2.0904  0.100

## Properties
* net charge: +2
* gap between HOMO and LUMO: 7.14 eV
* highest occupied orbital energy: -12.825 eV
* energy relative to the best compared isomer or geometry (same formula, charge and spin): 33.3 kJ/mol